[1]
Density functional theory data (the ωB97M-V functional and the def2-TZVPD basis) for a cluster of 5 separate species, C25H58Cl2 in total in a non-equilibrium geometry.

Summary:
HOMO-LUMO gap, hartree: 0.4187
Structure (SMILES): CCCCCC.CCCCCC.CCCCCC.CCCCCC.ClCCl

The geometry in ORCA input format:
```
! RIJCOSX wB97M-V def2-TZVPD def2/J DEFGRID3
* xyz 0 1
C -3.61 -3.36 2.25
C -2.22 -3.79 1.89
C -2.10 -4.53 0.57
C -0.65 -4.50 0.02
C -0.55 -5.39 -1.21
C 0.80 -5.45 -1.90
H -3.60 -2.77 3.16
H -4.33 -4.18 2.33
H -3.98 -2.69 1.48
H -1.59 -2.90 1.85
H -1.77 -4.38 2.69
H -2.79 -4.15 -0.19
H -2.44 -5.55 0.75
H -0.28 -3.49 -0.14
H 0.01 -4.94 0.77
H -0.78 -6.43 -0.99
H -1.37 -5.13 -1.88
H 1.05 -4.46 -2.27
H 1.55 -5.83 -1.20
H 0.72 -6.11 -2.77
C -0.93 4.92 -6.31
C -1.58 3.80 -5.53
C -2.22 4.35 -4.21
C -2.80 3.28 -3.25
C -3.43 3.85 -1.99
C -3.88 2.76 -1.07
H -1.75 5.46 -6.78
H -0.33 4.50 -7.12
H -0.27 5.58 -5.74
H -2.36 3.38 -6.17
H -0.83 3.03 -5.36
H -2.92 5.14 -4.45
H -1.44 4.83 -3.62
H -3.54 2.70 -3.80
H -2.05 2.56 -2.92
H -2.56 4.35 -1.56
H -4.16 4.65 -2.14
H -3.02 2.14 -0.80
H -4.38 3.16 -0.19
H -4.70 2.24 -1.56
C 2.44 -1.43 -1.99
C 2.83 -2.42 -0.92
C 4.10 -2.00 -0.11
C 4.04 -0.75 0.77
C 5.26 -0.45 1.59
C 5.31 0.86 2.30
H 1.67 -1.74 -2.69
H 3.34 -1.11 -2.53
H 2.11 -0.51 -1.49
H 2.03 -2.51 -0.18
H 2.94 -3.41 -1.35
H 4.92 -1.89 -0.81
H 4.34 -2.82 0.58
H 3.76 0.02 0.06
H 3.23 -0.90 1.49
H 5.40 -1.25 2.31
H 6.12 -0.45 0.92
H 5.21 1.69 1.61
H 4.48 0.88 3.01
H 6.28 0.93 2.79
C -1.50 -0.14 2.17
C -0.81 0.78 3.17
C 0.04 1.85 2.45
C 0.64 2.89 3.47
C 1.77 2.30 4.34
C 1.95 3.16 5.59
H -0.76 -0.67 1.58
H -2.17 0.38 1.48
H -2.09 -0.83 2.77
H -1.60 1.25 3.75
H -0.26 0.17 3.89
H -0.60 2.44 1.80
H 0.86 1.45 1.85
H 0.97 3.74 2.87
H -0.19 3.19 4.10
H 1.57 1.28 4.67
H 2.65 2.20 3.71
H 1.00 3.35 6.09
H 2.58 2.61 6.29
H 2.33 4.16 5.38
C -1.93 -0.59 -1.39
Cl -1.93 -1.44 -2.96
Cl -0.44 0.32 -1.17
H -2.78 0.10 -1.34
H -2.01 -1.34 -0.60
*
```

=====

[2]
Density functional theory data (the ωB97M-V functional and the def2-TZVPD basis) for an isolated molecule of C4H6Cl2 in a non-equilibrium geometry.

Summary:
HOMO-LUMO gap, hartree: 0.4105
Structure (SMILES): C=CCC(Cl)Cl
Energy relative to the best compared isomer or geometry (same formula, charge and spin), kcal/mol: 9.7

The geometry in ORCA input format:
```
! RIJCOSX wB97M-V def2-TZVPD def2/J DEFGRID3
* xyz 0 1
C -1.34 0.23 -0.28
C -0.40 -0.58 0.53
C 1.06 -0.50 0.21
C 1.71 0.40 -0.47
H -1.12 0.25 -1.36
H -0.55 -0.27 1.61
H -0.73 -1.61 0.56
H 1.61 -1.22 0.80
H 2.77 0.38 -0.68
H 1.22 1.21 -1.01
Cl -1.23 2.01 0.23
Cl -3.01 -0.30 -0.15
*
```

=====

[3]
Density functional theory data (the ωB97M-V functional and the def2-TZVPD basis) for a cluster of 11 separate species, C34H53Cl20N3O3S in total in a non-equilibrium geometry.

Summary:
HOMO-LUMO gap, hartree: 0.2726
Structure (SMILES): O=C1NC(=O)c2cc(CCCCSc3nnco3)ccc21.ClCCCl.ClCCCl.ClCCCl.ClCCCl.ClCCCl.ClCCCl.ClCCCl.ClCCCl.ClCCCl.ClCCCl
Energy relative to the best compared isomer or geometry (same formula, charge and spin), kcal/mol: 398.2

The geometry in ORCA input format:
```
! RIJCOSX wB97M-V def2-TZVPD def2/J DEFGRID3
* xyz 0 1
O -7.69 -3.93 -0.03
C -6.36 -3.95 -0.16
N -5.51 -4.84 -1.10
C -4.13 -4.30 -1.51
O -3.38 -4.57 -2.58
C -3.78 -3.36 -0.21
C -2.39 -2.69 0.34
C -2.51 -1.82 1.76
C -1.11 -1.19 2.36
C -0.34 -2.47 3.11
C -1.28 -3.27 4.18
C -0.46 -4.49 4.97
S -1.33 -6.16 4.70
C -1.75 -6.42 2.89
N -1.29 -5.75 1.62
N -1.84 -6.27 0.43
C -2.81 -7.37 0.83
O -2.70 -7.43 2.32
C -3.89 -1.59 2.60
C -5.31 -2.26 2.04
C -5.20 -3.13 0.65
H -5.32 -5.79 -0.67
H -1.40 -2.85 -0.26
H -0.39 -0.83 1.51
H -1.27 -0.28 3.09
H 0.59 -2.03 3.67
H 0.08 -3.14 2.23
H -1.64 -2.46 4.98
H -2.23 -3.78 3.72
H -0.59 -4.27 6.13
H 0.66 -4.58 4.63
H -3.45 -8.02 0.09
H -3.82 -0.97 3.59
H -6.31 -2.11 2.64
Cl -4.93 -7.98 -4.59
C -5.94 -6.52 -4.60
C -7.41 -6.84 -4.77
Cl -7.78 -7.46 -6.40
H -5.57 -5.86 -5.39
H -5.78 -6.01 -3.64
H -8.01 -5.93 -4.64
H -7.75 -7.58 -4.04
Cl 1.44 1.97 1.95
C 0.71 2.40 0.39
C -0.81 2.47 0.46
Cl -1.54 0.86 0.69
H 1.04 1.68 -0.36
H 1.11 3.38 0.11
H -1.21 2.87 -0.48
H -1.15 3.12 1.28
Cl 0.31 5.70 1.75
C -0.71 7.16 1.73
C -2.18 6.84 1.56
Cl -2.55 6.22 -0.07
H -0.34 7.82 0.94
H -0.54 7.67 2.69
H -2.78 7.75 1.69
H -2.52 6.10 2.29
Cl 0.15 -2.18 -0.88
C 1.18 -1.51 -2.18
C 2.57 -1.16 -1.68
Cl 2.55 0.24 -0.57
H 0.66 -0.64 -2.60
H 1.24 -2.28 -2.96
H 3.20 -0.88 -2.53
H 3.04 -2.00 -1.17
Cl 0.66 -4.50 -5.25
C 2.25 -5.25 -5.02
C 3.08 -4.53 -3.96
Cl 3.60 -2.91 -4.50
H 2.76 -5.27 -5.98
H 2.07 -6.28 -4.70
H 3.99 -5.10 -3.75
H 2.53 -4.41 -3.03
Cl 3.01 4.86 -0.32
C 4.71 5.33 -0.10
C 4.92 6.16 1.15
Cl 4.18 7.78 1.02
H 5.03 5.87 -1.00
H 5.29 4.41 -0.03
H 5.99 6.32 1.32
H 4.50 5.67 2.04
Cl -3.95 -8.68 7.31
C -2.35 -9.43 7.55
C -1.52 -8.71 8.60
Cl -1.01 -7.10 8.06
H -1.84 -9.46 6.58
H -2.53 -10.47 7.86
H -0.61 -9.28 8.81
H -2.08 -8.60 9.54
Cl 2.86 10.54 -0.23
C 1.71 9.75 -1.34
C 0.31 10.34 -1.24
Cl -0.47 9.96 0.31
H 1.71 8.68 -1.12
H 2.10 9.89 -2.35
H -0.33 9.93 -2.03
H 0.33 11.43 -1.35
Cl 3.56 10.34 -4.44
C 5.27 10.81 -4.23
C 5.47 11.64 -2.97
Cl 4.74 13.26 -3.10
H 5.59 11.35 -5.12
H 5.85 9.89 -4.16
H 6.54 11.80 -2.80
H 5.06 11.15 -2.09
Cl 6.47 -0.55 -2.54
C 5.44 0.89 -2.73
C 6.26 2.14 -3.03
Cl 7.22 2.66 -1.63
H 4.84 1.01 -1.83
H 4.76 0.69 -3.57
H 5.59 2.97 -3.28
H 6.94 1.99 -3.87
*
```

=====

[4]
Density functional theory data (the ωB97M-V functional and the def2-TZVPD basis) for a structure of composition C31H42BrCuN3P2 in a non-equilibrium geometry.

Summary:
HOMO-LUMO gap (spin up / spin down), hartree: 0.2937 / 0.2016
Energy relative to the best compared isomer or geometry (same formula, charge and spin), kcal/mol: 21.7

The geometry in ORCA input format:
```
! RIJCOSX wB97M-V def2-TZVPD def2/J DEFGRID3
* xyz 2 2
C 2.33 4.58 -0.84
C 1.32 4.00 -1.66
C 1.51 3.91 -3.07
C 2.81 4.13 -3.52
N 3.82 4.53 -2.73
C 3.59 4.75 -1.42
C 0.30 3.32 -0.99
C -0.43 2.64 -0.30
C -1.62 2.25 0.47
C -1.88 1.07 1.17
C -3.11 0.70 1.70
C -4.15 1.57 1.51
C -3.96 2.85 0.93
C -2.70 3.18 0.43
Cu -0.52 -0.96 0.84
P 1.43 -0.51 0.09
H 0.67 3.77 -3.78
H 2.11 4.92 0.18
H 3.09 4.05 -4.58
H 4.45 5.12 -0.86
H -2.54 4.15 -0.08
H -1.27 0.25 1.57
H -4.81 3.55 0.88
H -3.20 -0.28 2.20
C 2.07 -2.20 0.40
C 3.30 -2.67 -0.35
H 1.23 -2.89 0.21
H 2.22 -2.24 1.49
H 3.49 -3.72 -0.09
H 3.17 -2.65 -1.44
H 4.21 -2.13 -0.06
C 1.70 -0.11 -1.67
C 3.10 0.35 -2.09
H 0.95 0.67 -1.90
H 1.42 -1.01 -2.24
H 3.14 0.42 -3.18
H 3.31 1.36 -1.71
H 3.89 -0.36 -1.80
C 2.46 0.68 1.01
C 3.95 0.32 1.11
H 2.02 0.78 2.01
H 2.30 1.64 0.50
H 4.46 1.06 1.75
H 4.10 -0.66 1.59
H 4.47 0.36 0.14
Br -5.91 0.89 2.03
P -1.65 -1.69 -1.05
C -0.57 -2.62 -2.20
C -1.17 -3.88 -2.82
H 0.35 -2.86 -1.64
H -0.29 -1.90 -2.99
H -0.38 -4.37 -3.41
H -1.47 -4.61 -2.06
H -1.99 -3.67 -3.53
C -2.72 -2.88 -0.14
C -4.09 -3.22 -0.72
H -2.85 -2.45 0.87
H -2.11 -3.79 -0.01
H -4.63 -3.84 0.01
H -4.71 -2.32 -0.87
H -4.03 -3.82 -1.64
C -2.61 -0.51 -2.07
C -3.07 -1.03 -3.43
H -1.95 0.37 -2.19
H -3.46 -0.15 -1.46
H -3.66 -0.26 -3.94
H -2.22 -1.23 -4.10
H -3.72 -1.91 -3.36
N 0.19 -0.09 8.35
C 0.22 -0.16 7.18
C 0.19 -0.21 5.73
C 0.06 -1.44 5.09
C -0.12 -1.44 3.72
N -0.11 -0.32 3.01
C -0.01 0.88 3.61
C 0.19 0.98 4.99
H 0.08 -2.40 5.60
H -0.26 -2.34 3.14
H -0.04 1.80 3.03
H 0.30 1.97 5.47
*
```

=====

[5]
Density functional theory data (the ωB97M-V functional and the def2-TZVPD basis) for a structure of composition C19H23AsBrF6N2O5S2Tl in a non-equilibrium geometry.

Summary:
HOMO-LUMO gap, hartree: 0.1460
Energy relative to the best compared isomer or geometry (same formula, charge and spin), kcal/mol: 44.7

The geometry in ORCA input format:
```
! RIJCOSX wB97M-V def2-TZVPD def2/J DEFGRID3
* xyz -2 1
Tl 0.50 0.24 -0.08
F -2.92 -0.73 3.35
C -2.93 0.55 2.91
F -4.21 0.80 2.54
F -2.66 1.31 3.98
S -1.77 0.80 1.44
O -1.78 -0.69 0.95
O -0.44 0.93 2.19
N -2.31 3.12 1.57
S -1.41 3.59 0.50
O -0.70 4.87 0.60
O -0.53 2.57 -0.23
C -2.48 3.96 -1.02
F -3.07 2.84 -1.50
F -3.48 4.84 -0.79
F -1.78 4.47 -2.08
C -2.84 -4.98 -0.54
As -1.93 -3.27 -0.03
C -2.76 -2.22 -1.45
C -0.19 -3.63 -0.98
C -0.29 -4.37 -2.27
C -0.16 -5.76 -2.31
C -0.32 -6.46 -3.50
C -0.60 -5.78 -4.68
C -0.70 -4.39 -4.65
C -0.54 -3.70 -3.47
H -2.89 -5.14 -1.62
H -3.86 -4.93 -0.14
H -2.34 -5.84 -0.07
H -2.86 -2.80 -2.37
H -2.15 -1.34 -1.63
H -3.74 -1.89 -1.11
H 0.45 -4.15 -0.27
H 0.22 -2.63 -1.15
H 0.06 -6.30 -1.40
H -0.21 -7.54 -3.51
H -0.73 -6.32 -5.61
H -0.90 -3.85 -5.57
H -0.58 -2.61 -3.45
Br 3.11 2.89 4.92
C 3.55 1.70 3.51
C 4.79 1.10 3.50
C 5.08 0.25 2.45
C 4.12 0.05 1.47
N 2.93 0.63 1.49
C 2.63 1.45 2.50
H 5.50 1.29 4.29
H 6.04 -0.25 2.38
H 4.32 -0.60 0.62
H 1.63 1.89 2.49
C 2.59 -1.48 -2.90
O 2.01 -0.25 -3.36
C 0.74 -0.11 -3.09
C 0.28 1.21 -3.59
H 2.02 -2.33 -3.28
H 2.57 -1.50 -1.81
H 3.61 -1.51 -3.27
H 1.06 1.79 -4.10
H -0.12 1.79 -2.75
H -0.56 1.04 -4.27
*
```

=====

[6]
Density functional theory data (the ωB97M-V functional and the def2-TZVPD basis) for a structure of composition FeH17O9 in a non-equilibrium geometry.

Summary:
HOMO-LUMO gap (spin up / spin down), hartree: 0.1951 / 0.2759

The geometry in ORCA input format:
```
! RIJCOSX wB97M-V def2-TZVPD def2/J DEFGRID3
* xyz 1 7
Fe -4.24 -12.02 0.63
O -2.77 -10.86 0.29
H -2.58 -10.03 -0.19
O -0.24 -9.50 0.52
H 0.38 -9.73 -0.17
H -0.90 -10.19 0.49
O -1.83 -8.14 -2.84
H -0.97 -8.50 -2.65
H -2.23 -8.01 -1.99
O -2.90 -7.85 2.35
H -2.82 -6.91 2.18
H -2.06 -8.22 2.08
O -3.39 -13.60 -0.21
H -3.54 -14.50 0.07
H -2.55 -13.63 -0.67
O -3.58 -12.60 2.52
H -3.01 -12.16 3.14
H -3.61 -13.51 2.82
O -4.97 -11.33 -1.14
H -5.78 -11.58 -1.58
H -4.52 -10.78 -1.78
O -5.37 -10.60 1.55
H -6.05 -10.10 1.09
H -5.46 -10.34 2.46
O -3.20 -7.63 -0.35
H -3.98 -7.11 -0.13
H -3.15 -8.27 0.36
*
```

=====

[7]
Density functional theory data (the ωB97M-V functional and the def2-TZVPD basis) for a structure of composition C11H15ClNO3SSmV in a non-equilibrium geometry.

Summary:
HOMO-LUMO gap (spin up / spin down), hartree: 0.1606 / 0.2308

The geometry in ORCA input format:
```
! RIJCOSX wB97M-V def2-TZVPD def2/J DEFGRID3
* xyz -1 8
Sm 0.11 -1.32 -0.25
Cl -0.23 0.87 -2.32
C -2.18 -1.45 -0.04
H -2.57 -2.17 0.68
H -2.68 -1.62 -1.01
H -2.46 -0.44 0.32
V 0.12 0.34 -4.44
C -1.37 0.77 -5.60
C 1.69 1.25 -5.14
C 0.43 -1.36 -4.86
H 2.57 0.96 -4.53
H 1.88 0.94 -6.18
H 1.59 2.34 -5.10
H -2.25 0.18 -5.29
H -1.65 1.84 -5.55
H -1.12 0.52 -6.64
H -0.37 -2.07 -5.10
H 1.45 -1.80 -4.84
O 0.46 -2.25 1.77
C 0.43 -1.08 2.35
N 0.23 -0.03 1.52
S 0.13 1.49 2.26
O 1.24 2.28 1.82
O -1.22 1.96 2.08
C 0.39 0.72 3.84
C 0.41 1.41 5.05
C 0.57 0.65 6.22
C 0.71 -0.74 6.15
C 0.69 -1.41 4.92
C 0.52 -0.66 3.75
H 0.30 2.49 5.05
H 0.59 1.16 7.18
H 0.82 -1.30 7.08
H 0.79 -2.49 4.85
*
```

=====

[8]
Density functional theory data (the ωB97M-V functional and the def2-TZVPD basis) for a structure of composition C21H46As3NO6PdSSe.

Summary:
HOMO-LUMO gap, hartree: 0.3111
Energy relative to the best compared isomer or geometry (same formula, charge and spin), kcal/mol: 0.0

The geometry in ORCA input format:
```
! RIJCOSX wB97M-V def2-TZVPD def2/J DEFGRID3
* xyz 0 1
Pd 0.66 -0.16 0.17
C 4.20 0.25 1.21
As 2.91 0.25 -0.23
C 2.97 2.07 -0.88
C 3.66 -0.71 -1.74
C 3.60 -2.24 -1.76
C 4.25 -2.70 -3.07
C 2.15 -2.77 -1.78
As 0.95 -2.41 -0.29
C 1.56 -3.49 1.20
C -0.64 -3.32 -0.85
C 4.39 -2.80 -0.57
As 4.61 -4.77 -0.50
C 6.41 -4.88 -1.29
C 5.21 -4.80 1.37
H 5.19 0.51 0.84
H 4.24 -0.73 1.70
H 3.86 0.99 1.94
H 3.94 2.29 -1.31
H 2.76 2.73 -0.04
H 2.17 2.17 -1.61
H 4.69 -0.38 -1.86
H 3.09 -0.31 -2.60
H 3.74 -2.26 -3.93
H 4.20 -3.78 -3.18
H 5.30 -2.39 -3.11
H 2.17 -3.85 -1.91
H 1.62 -2.35 -2.64
H 1.90 -4.46 0.84
H 0.70 -3.60 1.86
H 2.35 -2.99 1.75
H -0.38 -4.31 -1.23
H -1.12 -2.71 -1.63
H -1.28 -3.40 0.02
H 3.91 -2.52 0.37
H 5.39 -2.35 -0.56
H 6.36 -4.76 -2.37
H 6.82 -5.87 -1.08
H 7.07 -4.13 -0.87
H 4.36 -4.62 2.03
H 5.97 -4.03 1.55
H 5.63 -5.78 1.60
O -2.99 1.08 -1.64
Se -1.52 0.43 -1.58
O -1.20 -0.74 -2.65
O -1.40 -0.30 -0.01
O -0.31 1.55 -1.51
O 0.71 1.76 1.32
C -0.21 2.60 1.40
C 0.15 4.05 1.56
C -0.11 4.81 0.24
C -1.56 5.24 0.07
C -2.56 4.09 0.00
C -2.60 3.21 1.25
N -1.49 2.27 1.36
H 1.20 4.08 1.83
H -0.42 4.51 2.37
H 0.19 4.18 -0.60
H 0.53 5.70 0.23
H -1.65 5.83 -0.84
H -1.83 5.90 0.90
H -2.36 3.45 -0.86
H -3.56 4.50 -0.14
H -3.50 2.59 1.22
H -2.65 3.82 2.15
H -1.67 1.30 1.07
O -1.06 -2.22 2.37
S -2.24 -1.35 2.70
C -3.56 -1.77 1.51
C -4.43 -2.89 2.09
C -3.70 -3.47 3.31
C -3.11 -2.25 4.01
H -3.02 -2.03 0.61
H -4.11 -0.86 1.29
H -4.63 -3.66 1.34
H -5.39 -2.49 2.41
H -2.90 -4.13 3.00
H -4.37 -4.02 3.97
H -2.38 -2.47 4.79
H -3.88 -1.59 4.40
*
```

=====

DFT total energy (computed, Ha): -1907.68471 -1076.36664 -11318.75104 -6267.24482 -7601.20392 -1950.71014 -3168.88367 -10968.72207